# C19H26N7SV

A structure of composition C19H26N7SV (ωB97M-V/def2-TZVPD, OMol25).

The geometry in XYZ format:
```
54
Properties=species:S:1:pos:R:3
V -0.082 0.245 -0.226
C 1.149 -2.570 0.293
C 0.028 -2.368 1.302
N -1.018 -1.483 0.771
C -1.985 -2.059 -0.176
C -1.410 -2.216 -1.579
N -0.561 -1.061 -1.999
C 0.697 -1.480 -2.666
C 1.936 -1.419 -1.737
N 1.560 -1.283 -0.319
H 0.830 -3.235 -0.507
H 1.996 -3.061 0.777
H 0.424 -1.878 2.194
H -0.371 -3.341 1.607
H -1.543 -1.099 1.551
H -2.823 -1.362 -0.202
H -2.361 -3.030 0.166
H -2.235 -2.349 -2.280
H -0.808 -3.120 -1.648
H -1.097 -0.510 -2.659
H 0.872 -0.821 -3.516
H 0.578 -2.483 -3.078
H 2.540 -0.550 -1.990
H 2.560 -2.302 -1.900
H 2.362 -0.922 0.187
N -2.740 1.268 2.968
C -1.740 1.342 2.051
S -2.198 1.428 0.362
N -0.512 1.333 2.513
N 0.377 1.361 1.462
C 1.362 2.186 1.469
C 1.712 3.075 2.598
C 1.973 2.537 3.855
C 2.302 3.370 4.912
C 2.354 4.744 4.725
C 2.079 5.287 3.478
C 1.766 4.455 2.414
C 2.042 2.300 0.158
C 3.223 3.013 -0.014
C 3.728 3.192 -1.290
C 3.033 2.664 -2.368
C 1.884 1.939 -2.114
N 1.398 1.734 -0.888
H -3.665 1.514 2.661
H -2.498 1.471 3.925
H 1.907 1.467 4.003
H 2.511 2.946 5.885
H 2.605 5.394 5.553
H 2.106 6.359 3.333
H 1.542 4.880 1.443
H 3.722 3.429 0.849
H 4.644 3.747 -1.442
H 3.370 2.807 -3.384
H 1.317 1.505 -2.929
```

As for the spin multiplicity: 4. As for the net charge: +1. For the energy above the lowest of the compared OMol25 structures with the same formula, charge and spin, the calculation gives 0.00 kcal/mol. The calculated total energy comes out at -67075.80155 eV. The lowest unoccupied orbital energy (spin up / spin down) comes out at -0.1048 / -0.1163 Eh. The HOMO-LUMO gap (spin up / spin down) comes out at 6.989 / 7.514 eV. Its expectation value of S² is 3.77.

# C19H26NO4

The ion C19H26NO4 with charge +1 (ωB97M-V/def2-TZVPD, OMol25).

The geometry in XYZ format:
```
50
Properties=species:S:1:pos:R:3
C -5.650 -1.185 -1.881
H -6.186 -0.955 -0.964
H -5.573 -0.276 -2.471
H -6.224 -1.917 -2.441
C -4.266 -1.741 -1.573
C -3.387 -0.740 -0.883
O -3.597 0.463 -0.898
O -2.374 -1.329 -0.281
C -1.261 -0.687 0.401
C -0.249 -1.737 0.476
C 0.583 -2.601 0.480
C 1.743 -3.476 0.531
H 1.948 -3.872 -0.474
H 1.553 -4.311 1.212
O 2.865 -2.811 1.064
C 3.381 -1.730 0.392
C 4.468 -1.108 0.997
C 5.065 -0.001 0.424
C 4.576 0.515 -0.773
C 3.492 -0.115 -1.380
C 2.900 -1.227 -0.811
H 2.073 -1.694 -1.324
H 3.129 0.278 -2.316
O 5.066 1.609 -1.416
C 6.222 2.231 -0.902
H 6.045 2.651 0.093
H 6.455 3.036 -1.596
H 7.065 1.535 -0.860
H 5.911 0.447 0.920
H 4.842 -1.513 1.923
C -1.637 -0.286 1.840
C -2.504 0.974 1.953
N -2.289 1.897 0.815
H -2.870 1.471 0.014
C -2.759 3.253 1.107
H -3.793 3.220 1.446
H -2.708 3.864 0.209
H -2.145 3.709 1.883
C -0.890 1.842 0.351
C -0.663 0.516 -0.371
H 0.411 0.359 -0.495
H -1.098 0.552 -1.372
H -0.705 2.668 -0.337
H -0.219 1.951 1.207
H -3.565 0.714 1.975
H -2.261 1.492 2.884
H -0.695 -0.147 2.373
H -2.150 -1.126 2.310
H -3.758 -2.018 -2.502
H -4.317 -2.642 -0.959
```

As for the spin multiplicity: 1. Its SMILES is CCC(=O)O[C@]1(C#CCOc2ccc(OC)cc2)CC[N@@H+](C)CC1. As for the net charge: +1. For the energy above the lowest of the compared OMol25 structures with the same formula, charge and spin, the calculation gives 32.93 kcal/mol. The calculated total energy comes out at -29796.97256 eV. The lowest unoccupied orbital energy comes out at -0.0849 Eh. The HOMO-LUMO gap comes out at 7.841 eV.

# C19H27AsBrIMnO9S2Sb

A structure of composition C19H27AsBrIMnO9S2Sb (ωB97M-V/def2-TZVPD, OMol25).

The geometry in XYZ format:
```
62
Properties=species:S:1:pos:R:3
Mn 1.038 -0.105 0.785
O 4.246 0.940 1.201
As 3.809 -0.310 2.308
O 4.855 -1.502 2.453
O 2.298 -0.984 1.292
C 2.989 0.328 3.919
C 3.749 -0.010 5.027
C 3.345 0.396 6.300
C 2.182 1.125 6.470
C 1.395 1.451 5.369
C 1.797 1.050 4.107
S 0.754 1.446 2.776
O 1.652 1.567 1.574
O -0.136 2.499 3.057
O 0.044 0.146 2.304
H 5.129 0.737 0.845
H 4.660 -0.586 4.907
H 3.957 0.136 7.153
H 1.875 1.444 7.456
H 0.480 2.017 5.491
C 1.408 3.250 -1.009
S 0.667 1.664 -1.229
O 0.142 1.677 -2.648
O 1.672 0.599 -1.048
O -0.399 1.377 -0.271
H 1.478 3.744 -1.974
H 2.393 3.085 -0.576
H 0.776 3.808 -0.319
C -2.400 4.220 -3.865
C -1.801 3.056 -4.649
Sb -1.693 1.266 -3.532
C -1.139 -0.400 -4.726
C -2.320 -0.807 -5.609
C -3.238 1.192 -2.066
C -3.294 -0.009 -1.138
H -2.338 5.120 -4.475
H -1.861 4.419 -2.938
H -3.452 4.057 -3.631
H -0.776 3.244 -4.975
H -2.381 2.815 -5.543
H -0.803 -1.203 -4.073
H -0.288 -0.032 -5.302
H -3.157 -1.195 -5.027
H -1.990 -1.603 -6.277
H -2.672 0.010 -6.240
H -4.106 1.248 -2.735
H -3.172 2.152 -1.550
H -3.283 -0.954 -1.680
H -4.231 0.040 -0.582
H -2.476 0.003 -0.421
Br 0.975 -5.140 -1.541
C 0.149 -4.967 0.137
C -0.015 -6.091 0.936
C -0.636 -5.983 2.171
C -1.109 -4.758 2.623
C -0.960 -3.627 1.839
C -0.330 -3.757 0.614
I -0.102 -2.036 -0.587
H 0.344 -7.047 0.582
H -0.756 -6.868 2.781
H -1.603 -4.681 3.582
H -1.337 -2.670 2.175
```

As for the spin multiplicity: 2. As for the net charge: +3. For the energy above the lowest of the compared OMol25 structures with the same formula, charge and spin, the calculation gives 0.00 kcal/mol. The calculated total energy comes out at -237047.86463 eV. The lowest unoccupied orbital energy (spin up / spin down) comes out at -0.4280 / -0.3928 Eh. The HOMO-LUMO gap (spin up / spin down) comes out at 4.512 / 5.471 eV. Its expectation value of S² is 0.79.

# C19H27CeCl3N4O3Se2Te2

A structure of composition C19H27CeCl3N4O3Se2Te2 (ωB97M-V/def2-TZVPD, OMol25).

The geometry in XYZ format:
```
61
Properties=species:S:1:pos:R:3
Ce 0.499 -0.106 -0.705
C -3.542 3.003 2.614
N -2.207 3.397 3.033
C -2.023 3.863 4.408
C -1.355 3.861 2.003
C 0.117 3.522 2.191
N 0.964 3.454 1.024
C 2.349 3.077 1.339
C 0.953 4.602 0.108
H -4.236 3.788 2.292
H -4.046 2.388 3.414
H -3.383 2.302 1.786
H -2.235 4.933 4.482
H -0.961 3.715 4.651
H -2.662 3.262 5.047
H -1.395 4.976 1.990
H -1.627 3.491 1.023
H 0.261 2.495 2.699
H 0.568 4.205 2.911
H 2.807 3.797 2.050
H 2.916 3.105 0.442
H 2.326 2.116 1.877
H 1.214 5.450 0.734
H -0.005 4.679 -0.380
H 1.682 4.477 -0.661
Cl -5.833 -4.995 -0.649
C -4.664 -3.744 -0.773
C -4.281 -3.026 0.387
C -3.182 -2.221 0.285
Cl -2.733 -1.360 1.695
C -2.324 -2.195 -0.822
O -1.097 -1.781 -0.829
C -2.945 -2.683 -2.056
Cl -2.270 -2.230 -3.584
C -4.048 -3.464 -2.001
H -4.829 -3.036 1.318
H -4.440 -3.889 -2.939
Se -1.863 1.852 -0.960
Te -0.628 2.908 -2.850
Te 1.498 1.025 -3.988
Se 3.027 1.054 -2.090
N 3.869 -5.434 -4.581
C 4.409 -4.551 -3.656
O 5.631 -4.416 -3.482
C 3.478 -3.803 -2.771
C 4.014 -2.900 -1.836
C 3.176 -2.214 -1.001
N 1.858 -2.118 -1.259
C 1.323 -2.897 -2.223
C 2.090 -3.696 -3.034
H 4.483 -5.819 -5.285
H 2.946 -5.220 -4.961
H 5.110 -2.840 -1.799
H 3.532 -1.699 -0.130
H 0.240 -2.853 -2.311
H 1.585 -4.340 -3.719
C 1.171 -1.139 2.351
O 1.162 -0.171 1.276
H 0.145 -1.554 2.406
H 1.426 -0.515 3.268
H 1.986 -1.885 2.231
```

As for the spin multiplicity: 1. As for the net charge: 0. The calculated total energy comes out at -228020.00816 eV. The lowest unoccupied orbital energy (spin up / spin down) comes out at -0.0828 / -0.0807 Eh. The HOMO-LUMO gap (spin up / spin down) comes out at 5.044 / 5.110 eV.

| no. | largest force on an atom (eV/A) |
| --- | --- |
| 1 | 0.084 |
| 2 | 0.831 |
| 3 | 0.646 |
| 4 | 2.679 |